An isolated molecule of C3H7N3O in a non-equilibrium geometry, computed with ωB97M-V/def2-TZVPD.

```
14
C3H7N3O | the OMol25 dataset | ωB97M-V/def2-TZVPD
C -2.01203 0.29193 -1.59626
N -0.99142 0.47995 -0.60012
C -0.16980 -0.48253 -0.18061
O -0.18252 -1.62511 -0.60955
N 0.71578 -0.00766 0.76512
C 1.83858 -0.71767 1.09704
N 2.69471 -0.20859 1.88162
H -2.01996 -0.70649 -2.03562
H -1.66346 0.93977 -2.43672
H -2.66207 0.33349 -0.64424
H -1.03805 1.40752 -0.21792
H 0.63581 0.93627 1.11820
H 1.85574 -1.69251 0.60219
H 3.45538 -0.86432 2.02152
```

Its spin multiplicity is 1. For the molecular weight, the calculation gives 101.1 g mol⁻¹. The strongest force on any atom comes out at 4.17 eV Å⁻¹. The HOMO-LUMO gap comes out at 10.01 eV. For the highest occupied orbital energy, the calculation gives -0.3442 hartree. The energy relative to the best compared isomer or geometry (same formula, charge and spin) is 42.3 kcal per mole. As for the structure (SMILES): [H]/N=C/NC(=O)NC. Its total energy is -9741.1988 eV.

A cluster of 2 separate species, CH4NO in total in a non-equilibrium geometry, computed with ωB97M-V/def2-TZVPD.

```
7
CH4NO | the OMol25 dataset | ωB97M-V/def2-TZVPD
N -0.66553 -1.55800 0.57590
C 0.03594 -0.50188 0.61940
O 0.60264 1.63101 -0.95384
H -1.40538 -1.34906 -0.10027
H 0.18169 2.46413 -1.16133
H 0.12592 0.06716 -0.26471
H 0.71969 -0.31299 1.40930
```

Its spin multiplicity is 2. For the molecular weight, the calculation gives 46.0 g mol⁻¹. The strongest force on any atom comes out at 1.91 eV Å⁻¹. The HOMO-LUMO gap (spin up / spin down) comes out at 10.61 / 7.26 eV. For the highest occupied orbital energy (spin up / spin down), the calculation gives -0.3604 / -0.3588 hartree. The energy relative to the best compared isomer or geometry (same formula, charge and spin) is 28.7 kcal per mole. Its total energy is -4635.3577 eV. The expectation value of S² is 0.7538.

A structure of composition C7H19NOP2 in a non-equilibrium geometry, computed with ωB97M-V/def2-TZVPD.

```
30
C7H19NOP2 | the OMol25 dataset | ωB97M-V/def2-TZVPD
C 2.78021 1.72633 1.09893
C -2.62159 1.07403 -1.30201
C -3.79854 0.63575 1.11971
C 0.47431 -2.02301 1.42622
C 0.06452 -2.20948 -1.36739
C 2.91101 1.34512 -0.36611
C 2.04933 0.17423 -0.71140
N 0.70974 0.32437 -0.09038
O -1.55938 -0.68820 0.33818
P -2.05177 0.92753 0.46717
P -0.03795 -1.00187 0.02085
H 2.86516 0.81151 1.69760
H 3.48440 2.54898 1.25718
H 1.81512 2.12748 1.13724
H -1.71845 1.18413 -2.03057
H -3.09857 1.98732 -1.53419
H -3.17266 0.33294 -1.75434
H -4.56319 0.12225 0.57917
H -4.19846 1.58237 1.41270
H -3.63308 -0.00225 2.01595
H -0.24600 -2.81808 1.58870
H 1.44337 -2.50044 1.20243
H 0.55747 -1.33491 2.19627
H -0.31149 -1.76034 -2.30512
H 1.21946 -2.36416 -1.28566
H -0.61533 -3.08349 -1.16676
H 3.94658 1.30301 -0.62358
H 2.66434 2.32247 -0.93602
H 2.01221 -0.02365 -1.77842
H 2.62923 -0.71994 -0.30633
```

Its spin multiplicity is 1. For the molecular weight, the calculation gives 195.2 g mol⁻¹. The strongest force on any atom comes out at 4.49 eV Å⁻¹. The HOMO-LUMO gap comes out at 9.15 eV. For the highest occupied orbital energy, the calculation gives -0.3061 hartree. The energy relative to the best compared isomer or geometry (same formula, charge and spin) is 0.0 kcal per mole. Its total energy is -29682.0634 eV.

A cluster of 2 separate species, CH4BClS in total in a non-equilibrium geometry, computed with ωB97M-V/def2-TZVPD.

```
8
CH4BClS | the OMol25 dataset | ωB97M-V/def2-TZVPD
B -0.02831 0.37154 0.01493
C -1.45080 -0.25848 -0.07854
S 2.74576 0.68225 -0.37931
Cl 3.86930 -1.00027 -0.11813
H -1.82994 -0.41668 -1.09221
H 0.06639 1.47037 0.65962
H -2.15718 0.33090 0.46519
H -1.21523 -1.17961 0.52846
```

Its spin multiplicity is 1. For the molecular weight, the calculation gives 94.4 g mol⁻¹. The strongest force on any atom comes out at 3.62 eV Å⁻¹. The HOMO-LUMO gap (spin up / spin down) comes out at 7.17 / 7.17 eV. For the highest occupied orbital energy (spin up / spin down), the calculation gives -0.3099 / -0.3099 hartree. The energy relative to the best compared isomer or geometry (same formula, charge and spin) is 85.6 kcal per mole. Its total energy is -25132.2601 eV.

Number 2 is which compound?
CH4NO

The highest molecular weight belongs to which entry?
C7H19NOP2

molecular weight of number 4 (CH4BClS)?
94.4 g mol⁻¹